No. 1
ORCA calculation (the ωB97M-V functional and the def2-TZVPD basis) on a structure of composition C24H18F5O2V.

energy relative to the best compared isomer or geometry (same formula, charge and spin) = 177.46 kJ/mol
highest occupied orbital energy (alpha / beta) = -3.826 / -4.069 eV
LUMO energy (alpha / beta) = 0.0860 / 0.0859 hartree
largest force on an atom = 8.37 eV Å⁻¹
orbital gap (alpha / beta) = 0.2266 / 0.2354 hartree
spin multiplicity = 4
electronic energy = -68546.25522 eV
total charge = -1

The geometry in XYZ format:
```
50
Properties=species:S:1:pos:R:3:forces:R:3
C -0.8292 2.7200 0.3318 -1.4114 -0.1133 -0.8170
C 0.1784 2.5843 -0.6548 -0.5746 -0.2665 -1.3590
C -0.2674 1.6353 -1.5974 0.0696 -0.2022 0.0582
H 1.1175 3.1108 -0.6814 -0.3132 -0.1465 -0.2556
C -1.5389 1.1839 -1.1900 -0.3146 -1.0504 -0.2010
C -1.8942 1.8485 0.0014 0.2564 0.1555 -0.1257
H -2.8088 1.7224 0.5561 -0.0678 -0.0546 0.0609
H -0.7933 3.3783 1.1823 -0.5405 -0.1909 -0.3217
H 0.2764 1.2924 -2.4587 0.0775 -0.0079 -0.2191
H -2.1141 0.4136 -1.6790 -0.1208 -0.0301 -0.0793
C 1.8209 -0.2271 1.8072 -0.1903 0.0634 -0.2784
C 1.5000 1.0621 2.2628 0.5580 -1.2064 0.7507
C 0.1794 1.0317 2.7717 0.1317 -0.5564 -0.1178
H 2.1352 1.9305 2.2065 0.0669 -0.8555 0.2284
C -0.3190 -0.2839 2.6317 0.1623 -0.0805 -0.0990
C 0.7010 -1.0568 2.0271 -0.4898 -0.7974 -0.4433
H 0.6279 -2.0922 1.7384 -0.0346 -0.1648 0.0959
H 2.7360 -0.5224 1.3253 0.1902 -0.0528 0.0253
H -0.3528 1.8641 3.1983 -0.0642 -0.0513 -0.1162
H -1.2879 -0.6334 2.9476 -0.0822 -0.0565 -0.0247
V 0.0005 0.5665 0.4980 -0.0947 1.5141 1.0003
O -0.3712 -2.6598 -1.8446 -0.0537 -0.2397 -0.3628
C 0.2172 -2.5231 -3.1341 0.0428 0.0921 0.0787
C -1.0294 -3.2746 -2.9572 -0.0120 0.3663 0.1760
H 0.1915 -1.5236 -3.5576 -0.0303 -0.0005 0.0677
H 1.1399 -3.0741 -3.2858 0.0080 -0.0430 0.0407
H -1.9500 -2.7773 -3.2515 -0.0092 0.0006 0.0188
H -2.6247 -4.7921 -4.4892 -0.0110 0.0355 -0.0075
C -1.9546 -5.3865 -3.8800 0.0453 0.0107 0.0584
C -1.0717 -4.7537 -3.0089 0.0283 -0.2628 -0.0257
C -0.2287 -5.5293 -2.2177 -0.0420 0.0614 -0.0085
H 0.4350 -5.0384 -1.5192 0.0301 0.0476 0.0179
C -0.2628 -6.9119 -2.3056 -0.0239 -0.0131 -0.0321
H 0.3924 -7.5047 -1.6810 0.0112 -0.0109 0.0140
C -1.1373 -7.5369 -3.1844 0.0013 0.0174 0.0008
H -1.1635 -8.6165 -3.2497 -0.0022 -0.0216 -0.0020
C -1.9850 -6.7698 -3.9707 0.0232 -0.0102 0.0216
H -2.6761 -7.2492 -4.6514 -0.0155 -0.0123 -0.0167
F 1.3316 7.6686 4.4166 -0.0183 -0.1777 -0.1266
C 1.2917 6.5314 3.6783 0.0567 -0.0346 0.1124
C 1.3201 5.2892 4.3086 -0.0625 -0.2774 -0.3657
F 1.3983 5.2268 5.6620 -0.0260 0.0942 -0.5538
C 1.2726 4.1069 3.5589 0.0262 1.2375 0.0736
F 1.3451 2.9552 4.2612 0.0742 0.4458 -0.1888
C 1.1925 4.1624 2.1367 0.1857 -3.7030 -2.8328
O 1.1169 3.0702 1.2742 2.6173 6.3924 4.7222
C 1.1880 5.4321 1.5269 -0.1587 0.9905 0.7967
F 1.1188 5.5348 0.1759 0.1170 -0.0562 0.7385
C 1.2300 6.6027 2.2890 -0.0344 -0.4087 -0.5121
F 1.2054 7.8123 1.6754 0.0186 -0.3693 0.3354
```
Positions in Å, forces in eV/Å.

Want to see where the charge sits? The Mulliken charges in e are: -0.213 -0.236 -0.889 0.466 -0.293 -1.177 0.418 0.562 0.413 0.413 -0.968 -0.060 -0.008 0.355 -0.903 -0.537 0.471 0.412 0.329 0.403 0.910 -0.434 -0.340 -0.092 0.217 0.260 0.399 0.345 -0.498 0.353 -0.383 0.407 -0.535 0.374 -0.429 0.362 -0.479 0.366 -0.336 0.455 0.151 -0.326 -0.042 -0.333 0.080 -0.376 0.263 -0.292 0.327 -0.329



No. 2
ORCA calculation (the ωB97M-V functional and the def2-TZVPD basis) on a structure of composition C23H14Cl7N4OS2Sn.

energy relative to the best compared isomer or geometry (same formula, charge and spin) = 25.67 kJ/mol
highest occupied orbital energy = -11.344 eV
LUMO energy = -0.1093 hartree
largest force on an atom = 0.51 eV Å⁻¹
orbital gap = 0.3076 hartree
electronic energy = -147240.16193 eV
total charge = +1

The geometry in XYZ format:
```
52
Properties=species:S:1:pos:R:3:forces:R:3
Sn 0.2009 -0.2906 0.3696 0.2584 0.1623 0.1154
Cl -7.1227 1.1186 -0.3194 0.0006 -0.0034 0.0021
C -5.5090 0.5475 -0.2503 0.0032 0.0096 -0.0013
C -4.4798 1.4036 0.1350 -0.0108 -0.0110 -0.0103
Cl -4.8138 3.0330 0.5423 0.0017 0.0050 0.0031
C -3.1720 0.9329 0.1855 0.0417 -0.0967 -0.0288
Cl -1.8800 1.9925 0.6404 -0.0115 -0.0699 0.0630
C -2.8613 -0.3880 -0.1396 0.0373 0.0982 0.0404
O -1.6275 -0.9003 -0.1026 -0.0496 0.0515 -0.1158
C -3.9038 -1.2343 -0.5255 -0.0416 0.0311 -0.0073
Cl -3.5180 -2.8661 -0.9254 -0.0187 -0.0196 0.0142
C -5.2152 -0.7758 -0.5835 0.0162 -0.0089 -0.0007
Cl -6.4682 -1.8378 -1.0673 0.0012 0.0046 0.0077
Cl 3.2577 -0.4900 0.3109 0.0020 0.0743 -0.0397
C 3.3472 1.2408 0.1160 -0.1061 -0.0081 -0.0781
C 4.4185 1.8982 0.6891 0.0326 0.0117 0.0159
C 4.5106 3.2755 0.5658 -0.0468 0.0010 -0.0258
C 3.5338 3.9792 -0.1167 0.0012 -0.0341 0.0007
C 2.4564 3.3069 -0.6754 0.0342 0.0154 0.0334
Cl 1.2643 4.2313 -1.5132 0.0019 -0.0052 0.0053
C 2.3348 1.9165 -0.5735 -0.0447 0.0027 -0.0077
S 0.9572 1.1269 -1.3832 0.1231 -0.1265 0.0859
H 5.1725 1.3317 1.2171 0.0028 0.0022 -0.0021
H 5.3479 3.7999 1.0043 0.0010 0.0032 -0.0038
H 3.5913 5.0530 -0.2226 0.0066 0.0016 0.0039
N 0.1350 0.0136 7.8055 0.0053 -0.0031 0.0012
C 0.1724 -0.0227 6.6587 -0.0086 0.0079 0.0152
C 0.2180 -0.0701 5.2215 -0.0022 -0.0066 -0.0338
C 1.3713 0.3339 4.5543 0.0107 0.0064 0.0134
C 1.4236 0.2817 3.1712 0.0142 0.0247 -0.0095
C 0.3190 -0.1715 2.4608 -0.1130 -0.0525 -0.0131
C -0.8400 -0.5648 3.1271 0.0096 -0.0137 0.0139
C -0.8912 -0.5196 4.5100 0.0181 0.0081 -0.0017
H 2.2221 0.6870 5.1205 -0.0017 -0.0013 0.0033
H 2.3280 0.5969 2.6702 -0.0060 -0.0063 -0.0108
H -1.7082 -0.9119 2.5794 -0.0046 -0.0014 -0.0031
H -1.7826 -0.8278 5.0386 -0.0008 -0.0009 0.0004
C 3.1674 -5.7298 0.9525 0.0030 -0.0166 -0.0081
C 1.7088 -5.4184 1.2940 -0.0109 0.0017 0.0124
C 1.1659 -4.3222 0.4371 0.0254 -0.0583 -0.0345
N 1.2678 -3.0766 0.7070 -0.0034 0.1604 0.1284
N 0.7297 -2.2759 -0.2744 -0.4164 -0.2008 -0.2197
C 0.2113 -2.9444 -1.2994 0.2431 0.0442 0.1039
N -0.3171 -2.3868 -2.3861 0.0472 0.0108 -0.0264
S 0.3865 -4.6436 -1.0970 -0.0119 0.0129 -0.0152
H 3.5373 -6.5290 1.5921 0.0000 -0.0011 -0.0025
H 3.7926 -4.8508 1.1048 -0.0013 0.0029 -0.0001
H 3.2726 -6.0512 -0.0842 0.0015 -0.0032 0.0003
H 1.6161 -5.0945 2.3306 0.0189 0.0160 -0.0062
H 1.0892 -6.3086 1.1756 -0.0033 0.0027 -0.0006
H -0.4176 -1.3868 -2.4489 -0.0506 -0.0294 0.0185
H -0.8352 -2.9423 -3.0449 0.0014 0.0053 0.0053
```
Positions in Å, forces in eV/Å.

Want to see where the charge sits? The Mulliken charges in e are: 1.178 -0.163 0.289 -0.071 -0.173 0.857 -0.136 -0.748 -0.401 0.193 -0.161 0.133 -0.161 -0.072 0.918 -0.603 -0.505 -0.629 0.165 -0.185 -0.230 -0.313 0.473 0.400 0.446 -0.439 -0.165 0.526 -0.940 -0.444 0.732 -0.345 -0.896 0.466 0.235 0.490 0.480 -1.039 -0.540 0.229 -0.520 0.726 0.331 -0.214 -0.142 0.347 0.301 0.332 0.261 0.377 0.115 0.236



No. 3
ORCA calculation (the ωB97M-V functional and the def2-TZVPD basis) on a cluster of 8 separate species, C10H36N4O8 in total.

energy relative to the best compared isomer or geometry (same formula, charge and spin) = 451.89 kJ/mol
highest occupied orbital energy = -8.819 eV
SMILES = NC(N)=O.NC(N)=O.CCO.CCO.CO.CO.CO.CO
LUMO energy = 0.0005 hartree
largest force on an atom = 10.67 eV Å⁻¹
orbital gap = 0.3246 hartree
electronic energy = -33289.86172 eV

The geometry in XYZ format:
```
58
Properties=species:S:1:pos:R:3:forces:R:3
N 9.2840 -19.0750 10.0220 4.8314 -0.8449 1.3784
C 8.2920 -18.5490 9.3650 1.1267 8.0172 -6.9551
N 7.1370 -18.9880 9.6530 -5.5742 -0.5925 -0.2026
O 8.4410 -17.5320 8.3650 -0.2222 -5.2547 5.3348
H 10.2320 -18.6780 9.7690 -1.7271 -0.6480 0.5927
H 9.1790 -19.5170 10.9680 0.1481 0.7805 -0.9881
H 6.3070 -18.5490 9.1520 1.7612 -1.0675 0.8984
H 7.0500 -19.9460 9.9780 -0.4402 0.5277 0.1165
N 7.3720 -21.8060 11.2750 0.2724 0.0360 5.9885
C 6.4440 -22.1850 10.4320 -3.9888 -2.0629 2.5375
N 6.8740 -21.9790 9.2380 -5.1119 -1.7861 -3.0318
O 5.2360 -22.6770 10.9000 5.5961 2.1391 -2.5943
H 7.1610 -22.0170 12.2700 0.3767 0.3355 -1.1300
H 8.3120 -21.5190 11.1120 0.2923 -0.1187 -0.5659
H 6.1800 -22.2510 8.5570 -0.5272 -0.1928 -0.6644
H 7.6990 -21.7050 8.8010 2.4121 0.7096 -0.0639
C 10.4500 -17.6160 12.8360 -1.0496 0.9027 -0.3927
C 10.7380 -19.0960 13.0280 -0.0929 0.4017 -1.1900
O 9.6060 -19.9640 12.7850 1.6626 -0.5536 -1.8506
H 11.3680 -17.1060 12.6280 0.7144 0.2365 -0.3882
H 10.1850 -17.1940 13.7980 -0.6544 0.2110 0.0895
H 9.7140 -17.2670 12.0350 0.8626 -0.8897 1.0703
H 10.8810 -19.2350 14.0740 1.3326 -0.2138 0.6663
H 11.6060 -19.3180 12.3540 -0.9169 -0.7054 0.8791
H 8.9420 -19.5560 13.2850 -1.9473 0.6246 1.1386
C 3.7400 -20.4060 14.3890 -0.7134 0.5594 0.0017
C 3.7600 -20.1500 12.8810 0.0222 -1.0272 1.3871
O 3.4930 -21.4630 12.4600 -2.3238 0.8052 -1.0910
H 4.3490 -21.2490 14.7380 0.5617 0.5809 -0.4581
H 2.7480 -20.7470 14.7280 0.0376 0.5167 -0.4760
H 3.9580 -19.4680 14.8220 0.4663 0.9049 1.5181
H 4.7310 -19.8210 12.4930 0.2272 0.0228 0.2824
H 3.0670 -19.3440 12.5500 -0.1351 -0.9184 0.1728
H 4.3200 -21.7910 12.1940 1.5869 -1.3751 -1.0980
C 10.0060 -22.1370 8.9400 0.0188 -1.0987 -0.6449
O 9.1100 -21.2500 8.2800 1.2853 -0.6159 -1.2928
H 10.5550 -21.6350 9.7230 0.8564 0.4144 -0.2355
H 10.6480 -22.7740 8.2280 -0.9879 1.2670 1.1095
H 9.3480 -22.7500 9.5200 -0.1185 -1.4051 0.2526
H 9.1640 -20.4640 8.8060 0.1755 1.3296 0.1751
C 4.6040 -24.4050 7.6470 -0.1433 0.1188 0.0345
O 5.0590 -23.1160 7.2620 0.0555 0.4229 0.2867
H 4.1550 -24.3260 8.6490 0.0672 -0.0742 -0.4876
H 5.4410 -25.0880 7.6660 0.2818 -0.3702 0.2646
H 3.9030 -24.7930 6.9030 -0.2363 0.0579 0.2325
H 5.7620 -23.2400 6.6220 -0.0558 -0.2724 -0.5148
C 3.9630 -20.0410 9.3300 -0.0385 -1.2598 0.7981
O 3.4010 -21.3240 9.2950 -0.9018 -0.6700 0.4820
H 4.6660 -20.0160 10.1680 -0.0096 0.6352 -0.0292
H 3.2500 -19.2260 9.3430 -0.4493 0.0064 0.4647
H 4.4490 -19.9990 8.4080 1.5029 0.8780 -1.5950
H 3.9020 -21.9140 9.9010 -0.3187 0.4203 -0.2353
C 7.7300 -22.4710 5.5070 0.1021 -1.4924 0.8231
O 7.0780 -23.7370 5.2040 -0.0937 0.6172 0.1410
H 7.8220 -21.9470 4.6260 -0.1028 1.6666 -1.8206
H 8.7300 -22.6700 5.8120 0.9410 -0.3300 0.4452
H 7.3110 -21.8510 6.3120 -0.6125 -0.5445 -0.4387
H 7.1060 -23.8780 4.2380 -0.0838 0.2385 0.8730
```
Positions in Å, forces in eV/Å.

Want to see where the charge sits? The Mulliken charges in e are: -0.150 0.556 0.027 -0.768 0.231 0.101 0.197 -0.006 0.077 -0.035 0.570 -0.854 0.264 -0.028 -0.015 0.436 -1.027 -0.427 -0.557 0.347 0.377 0.267 0.364 0.302 0.252 -1.233 0.039 -0.467 0.278 0.289 0.435 0.010 0.296 0.306 -0.842 -0.575 0.293 0.253 0.355 0.295 -0.642 -0.562 0.232 0.285 0.281 0.253 -0.271 -0.566 -0.306 0.427 0.329 0.390 -0.459 -0.568 0.397 0.229 0.018 0.300